77
Properties=species:S:1:pos:R:3:forces:R:3 method="wB97M-V/def2-TZVPD" homo_ev="-16.562 / -16.491" multiplicity=1 lumo_energy_ev="-10.664 / -12.073" total_charge=+3 orbital_gap_ha="0.2167 / 0.1624"
Sn -0.21371 0.22905 -0.07584 -0.3 0.2 0.7
O 0.64837 0.44764 2.10833 -0.2 -0.3 -0.1
C 0.80616 1.72043 2.75151 -0.1 0.6 0.3
C 1.09835 2.76705 1.71744 0.3 0.2 0.4
C 1.67444 3.99173 2.03630 0.0 -0.1 0.0
C 1.92234 4.89130 1.01316 0.0 0.0 -0.1
C 1.59040 4.55745 -0.29922 -0.1 -0.2 0.2
C 1.00385 3.32701 -0.52290 0.0 0.5 -0.2
N 0.77440 2.48476 0.48039 -1.0 -1.2 -1.0
H 0.46357 -0.21048 2.79006 0.0 -0.2 -0.1
H 1.62219 1.68749 3.47742 0.0 -0.2 -0.1
H -0.11331 2.00270 3.27585 0.0 -0.2 0.0
H 1.92811 4.22046 3.06244 0.0 0.0 0.0
H 2.37635 5.84932 1.22698 0.0 0.0 0.0
H 1.78327 5.22806 -1.12370 0.0 0.0 0.0
H 0.69854 3.00664 -1.51248 0.1 0.0 0.0
O -4.98276 -5.20265 0.43830 0.3 0.0 0.1
C -5.38202 -3.92841 0.02231 -0.5 0.0 -0.1
C -4.19096 -3.02830 -0.09632 0.1 0.0 0.1
C -4.33135 -1.66502 -0.34661 0.3 -0.1 0.0
C -3.19707 -0.88002 -0.42800 -1.0 -0.1 -0.2
N -1.96812 -1.36795 -0.28466 0.2 0.4 0.2
C -1.81511 -2.68131 -0.05223 -0.1 -0.2 -0.1
C -2.90432 -3.53450 0.04910 0.0 0.2 -0.1
C -0.43117 -3.17352 0.11680 -0.3 -0.7 -0.2
C -0.07209 -4.50777 0.00290 0.0 0.0 0.0
C 1.24595 -4.88498 0.24663 0.1 0.0 0.3
C 1.60256 -6.34672 0.20250 0.2 -0.2 -0.4
O 0.64095 -7.03668 0.96197 -0.3 0.1 0.2
C 2.16752 -3.89653 0.58865 -0.3 0.1 -0.1
C 1.72894 -2.58412 0.64606 0.4 -0.2 0.1
N 0.46592 -2.25729 0.40644 0.4 2.0 0.3
H -5.75042 -5.76223 0.59067 0.0 0.0 0.0
H -6.10743 -3.48308 0.71645 0.1 0.1 0.0
H -5.87907 -3.96740 -0.95901 0.1 0.1 0.0
H -5.30772 -1.21812 -0.46950 0.0 0.0 0.0
H -3.27862 0.18105 -0.62265 -0.2 -1.0 -0.3
H -2.79018 -4.58415 0.26937 0.1 0.0 0.0
H -0.78852 -5.26658 -0.27135 -0.1 0.0 0.1
H 2.61830 -6.51213 0.57261 0.0 0.1 0.0
H 1.56936 -6.67342 -0.84856 0.1 0.0 0.1
H 0.92930 -7.93853 1.13599 0.0 0.0 -0.1
H 3.19588 -4.13407 0.81972 0.0 0.0 0.0
H 2.38846 -1.77026 0.92014 0.1 0.0 0.0
Br -7.80585 5.00038 0.30056 1.1 -0.7 0.0
C -6.20480 4.04177 0.24190 -1.3 0.8 0.0
C -5.41780 4.08540 -0.92804 0.4 0.0 -0.4
C -4.23715 3.38612 -0.95892 -0.3 0.1 -0.1
C -3.84027 2.63530 0.16048 0.1 0.0 0.0
C -4.61659 2.61399 1.33141 -0.3 0.0 0.1
C -5.80241 3.30401 1.37436 0.3 -0.3 0.5
C -2.56248 1.82572 0.08441 0.3 0.9 0.4
O -2.00290 1.71172 -1.02820 0.6 -0.1 -0.3
O -2.13099 1.29914 1.13158 0.7 -0.4 0.2
H -5.74388 4.66681 -1.77904 0.0 0.0 0.0
H -3.61506 3.39484 -1.84266 0.0 0.0 0.0
H -4.28884 2.04336 2.18853 0.1 0.0 0.0
H -6.41690 3.29110 2.26344 -0.1 0.0 0.0
C 6.47707 2.23625 -2.25944 0.0 0.0 0.1
C 6.37401 0.82317 -2.82102 0.0 0.0 0.0
C 5.50232 0.74254 -4.07096 0.0 0.0 0.1
C 5.91395 -0.17608 -1.74141 0.7 0.3 -0.3
N 4.50597 -0.02072 -1.41112 -0.8 -0.3 -0.1
C 3.43358 -0.63323 -1.93273 0.2 0.1 0.1
N 2.36347 -0.14794 -1.33995 -0.5 -0.1 -0.1
N 2.80040 0.76358 -0.45877 0.2 0.0 0.1
N 4.07338 0.84944 -0.49844 0.4 0.1 0.2
H 6.70868 2.94534 -3.05150 0.0 0.0 0.0
H 7.26658 2.29627 -1.51042 0.0 0.0 0.0
H 5.54754 2.54643 -1.77737 0.0 0.1 -0.1
H 7.38179 0.50226 -3.10371 -0.1 -0.1 0.1
H 4.47828 1.06885 -3.87006 0.0 0.0 0.0
H 5.47686 -0.27356 -4.46810 0.0 0.0 -0.1
H 5.89965 1.39252 -4.84778 0.0 0.0 0.0
H 6.47492 -0.01192 -0.82212 -0.1 -0.1 0.0
H 6.06648 -1.19818 -2.08674 -0.1 0.0 0.1
H 3.45906 -1.39704 -2.68784 0.0 0.0 -0.1